{"formula": "C8H13ClNOS", "method": "ωB97M-V with the def2-TZVPD basis set", "elements": ["C", "H", "H", "C", "H", "H", "C", "H", "C", "Cl", "C", "H", "C", "H", "H", "O", "H", "S", "H", "H", "H", "C", "N", "H", "C"], "positions_angstrom": [[2.885216, -0.427312, -1.363553], [-1.648650, 0.475734, -2.813464], [-0.353816, -0.882084, 2.718129], [-1.764191, -0.077354, -1.985154], [0.953725, 0.485778, 2.911885], [-1.724439, 1.382592, 1.827357], [-0.739580, 0.903677, 1.581190], [3.652931, 0.055987, -1.974481], [-0.938651, 0.019865, 0.437045], [1.405474, 1.791103, -1.850130], [0.828343, -0.465315, -0.287284], [3.611508, -2.420977, -0.756033], [1.632935, 0.285652, -1.108264], [-0.453958, 1.286872, -1.132960], [-1.186784, -0.928585, -2.013469], [-1.801611, -1.015648, 0.507284], [-0.033080, 1.660916, 1.085649], [1.485967, -1.948691, 0.177233], [-2.764743, -0.312063, -1.871510], [-1.942131, 1.522344, -0.564146], [-1.851966, -1.327656, 1.450573], [2.922121, -1.603158, -0.704964], [-1.316305, 0.763758, -0.841107], [-0.769801, 0.559504, 3.682337], [-0.088515, 0.215062, 2.887836]], "atomic_forces_ev_per_a": [[-1.85, 3.33, -0.43], [0.51, 1.96, -3.10], [1.19, 1.13, 0.75], [-0.19, 0.62, 2.68], [0.16, -0.38, 0.53], [0.77, -0.18, -0.11], [1.06, 1.71, 0.37], [-0.19, -0.55, 0.21], [3.49, -1.73, -3.46], [-0.41, 0.33, 0.07], [-7.44, -1.63, 4.67], [0.60, 0.13, -0.16], [6.90, 0.62, -3.63], [-0.75, -0.41, 0.13], [1.36, -1.87, 0.00], [0.10, -0.50, 1.58], [-0.96, -0.42, 1.40], [-1.65, -1.10, 1.41], [-1.94, -0.59, 0.37], [-0.68, -0.20, -0.37], [-0.04, 0.26, -1.25], [1.24, -1.01, -0.45], [0.75, 0.99, 1.00], [1.11, -0.11, 0.18], [-3.10, -0.39, -2.39]], "charge": 1, "molar_mass_g_mol": 206.7, "multiplicity": 3, "e_homo_ev": [-8.4, -12.6]}